(1)
A 2-piece molecular cluster, C13H15FNO4S overall, computed with wB97M-V/def2-TZVPD.

```
35
Properties=species:S:1:pos:R:3:forces:R:3
F -0.473 -4.838 1.180 0.708 0.381 -0.637
S 0.688 -4.194 0.232 -0.837 0.404 0.151
C 0.898 -2.702 1.122 -0.058 -0.252 0.560
C 1.546 -1.648 0.612 0.330 -0.291 -0.197
O 1.788 -5.099 0.367 -0.309 0.163 -0.204
O 0.064 -3.938 -1.036 0.561 -0.502 0.677
H 0.511 -2.769 2.141 -0.039 0.188 -0.476
H 1.671 -0.745 1.210 0.049 -0.293 -0.200
H 2.099 -1.728 -0.331 -0.405 0.188 0.339
C 4.675 0.029 -2.697 0.273 -0.195 -0.535
C 3.878 0.733 -1.633 -0.132 -0.363 -0.396
O 2.497 0.405 -1.876 1.362 0.080 0.321
C 1.686 0.826 -0.873 -2.741 -0.077 -0.063
C 0.381 0.155 -0.940 1.824 -0.140 -1.649
N -0.598 0.743 -0.333 -1.869 1.239 1.961
C -1.849 0.422 -0.225 0.167 -0.770 -0.545
C -2.803 1.191 0.568 0.071 -0.181 0.346
C -4.023 0.586 0.982 0.431 0.540 -0.104
C -4.904 1.272 1.813 0.329 0.402 -0.093
C -4.603 2.588 2.223 0.035 -0.183 -0.134
C -3.407 3.198 1.808 0.099 -0.588 -0.211
C -2.495 2.496 1.002 -0.631 0.210 0.329
O 2.000 1.666 -0.052 0.883 -0.067 0.061
H 5.744 0.087 -2.472 -0.035 0.037 -0.029
H 4.404 -1.032 -2.773 0.012 0.252 0.107
H 4.511 0.487 -3.680 0.005 -0.116 0.158
H 4.177 0.364 -0.649 -0.140 0.219 0.059
H 4.039 1.814 -1.684 -0.130 -0.091 0.189
H 0.208 -0.490 -1.811 0.111 -0.290 0.286
H -2.238 -0.514 -0.676 0.089 0.263 0.037
H -4.229 -0.436 0.649 0.011 0.336 0.156
H -5.824 0.788 2.149 0.242 0.186 -0.094
H -5.306 3.128 2.863 0.236 -0.145 -0.198
H -3.175 4.221 2.122 -0.096 -0.348 -0.065
H -1.538 2.935 0.700 -0.408 -0.197 0.096
```
Positions in Å, forces in eV/Å.

charge = -1
Kohn-Sham gap = 6.0 eV

(2)
C13H15IrN5O2S4Sb as an isolated structure, computed with wB97M-V/def2-TZVPD.

```
41
Properties=species:S:1:pos:R:3:forces:R:3
Ir 0.498 0.284 0.260 0.665 0.202 3.226
C -2.074 -2.044 3.643 -0.017 -0.019 -0.039
O -0.722 -2.370 3.261 0.089 0.068 0.073
C -0.141 -1.540 2.419 0.047 0.006 -0.132
O -0.668 -0.508 1.992 -0.178 0.047 -0.014
N 1.112 -1.914 2.090 -0.101 0.055 0.169
N 1.754 -1.222 1.050 -0.465 -0.368 -1.272
H -2.279 -2.656 4.515 -0.003 -0.011 -0.012
H -2.749 -2.295 2.829 -0.002 0.019 -0.006
H -2.157 -0.988 3.881 0.008 0.000 0.022
H 1.447 -2.835 2.331 -0.045 -0.037 -0.110
H 2.002 -1.907 0.261 0.274 -0.111 0.239
H 2.626 -0.815 1.379 -0.040 0.104 0.034
S 2.718 -2.977 -1.289 0.066 -0.112 0.106
Sb 1.547 -1.365 -2.393 0.000 0.066 -0.096
S 2.010 0.796 -1.322 0.175 0.401 -0.467
S -0.546 -1.113 -1.162 -0.254 -0.357 -0.198
S 1.427 -1.335 -4.601 -0.044 0.043 -0.305
C -0.679 4.453 -0.108 -0.009 0.003 0.091
C -0.623 3.103 -0.377 -0.012 -0.034 0.102
N -0.370 2.203 0.593 -0.086 0.122 -1.468
C -0.149 2.626 1.834 -0.023 -0.078 0.111
C -0.113 3.970 2.174 -0.016 -0.004 0.094
C -0.419 4.891 1.185 0.023 0.051 -0.106
C 0.194 4.379 3.559 0.101 -0.066 0.048
C 1.260 4.061 4.301 0.032 0.022 -0.162
C 2.505 3.350 3.924 -0.120 0.001 -0.051
C 3.507 3.201 4.876 0.000 -0.033 0.034
C 4.662 2.543 4.489 0.001 0.002 0.017
N 4.845 2.088 3.254 0.005 0.036 -0.003
C 3.845 2.309 2.406 -0.079 -0.011 -0.046
N 2.686 2.897 2.678 -0.131 0.016 -0.010
H -0.900 5.149 -0.904 -0.006 0.007 0.009
H -0.781 2.702 -1.368 0.061 -0.016 -0.006
H -0.002 1.861 2.584 0.094 -0.015 0.030
H -0.430 5.949 1.417 0.002 -0.001 -0.004
H -0.549 5.021 4.022 -0.013 -0.020 0.043
H 1.267 4.431 5.320 0.023 0.037 -0.001
H 3.386 3.579 5.882 0.004 -0.010 0.009
H 5.470 2.377 5.192 -0.001 0.004 0.004
H 3.986 1.972 1.382 -0.025 -0.008 0.044
```
Positions in Å, forces in eV/Å.

Kohn-Sham gap (spin up / spin down) = 6.2 / 6.2 eV
energy relative to the best compared isomer or geometry (same formula, charge and spin) = 0.639 eV

no.,largest force on an atom (eV/A)
1,3.0
2,3.3